1.
ORCA calculation (wB97M-V/def2-TZVPD) on 2 unconnected molecules or ions with the total composition C5H10O.

Values from the calculation:
* strongest force on any atom: 0.0039 hartree/bohr
* SMILES: CC1=CCC1.O

```
! RIJCOSX wB97M-V def2-TZVPD def2/J DEFGRID3
* xyz 0 1
O 1.22 0.83 2.09
C -0.10 -1.32 -0.17
C 0.95 -0.94 -1.19
C -0.65 -0.10 -0.12
C 0.33 0.49 -1.12
C -1.77 0.53 0.63
H -1.40 1.40 1.19
H 0.98 1.27 -0.71
H -2.55 0.88 -0.06
H -2.22 -0.16 1.34
H 2.00 -1.00 -0.86
H 0.85 0.06 1.63
H -0.33 -2.27 0.32
H -0.12 0.85 -2.05
H 0.87 -1.42 -2.17
H 2.08 0.97 1.67
*
```

2.
ORCA calculation (wB97M-V/def2-TZVPD) on a molecular structure, C5H10O at a distorted geometry.

Values from the calculation:
* strongest force on any atom: 0.0642 hartree/bohr

```
! RIJCOSX wB97M-V def2-TZVPD def2/J DEFGRID3
* xyz 0 1
O 1.10 1.15 -0.16
C -0.72 -0.31 1.57
C 0.37 0.85 -1.34
C -0.94 0.18 -0.93
C 1.42 -0.20 0.11
C -0.42 -0.76 0.15
H -0.70 -1.82 -0.03
H 0.94 -0.13 -1.56
H -0.20 0.64 1.71
H -1.66 0.92 -0.55
H 1.64 -0.44 1.13
H -0.33 -1.05 2.28
H 0.26 1.76 -1.95
H -1.78 -0.13 1.82
H -1.38 -0.31 -1.81
H 2.40 -0.34 -0.46
*
```

3.
ORCA calculation (wB97M-V/def2-TZVPD) on 2 unconnected molecules or ions with the total composition C5H10O.

Values from the calculation:
* strongest force on any atom: 0.0166 hartree/bohr
* SMILES: C=CC.CC=O

```
! RIJCOSX wB97M-V def2-TZVPD def2/J DEFGRID3
* xyz 0 1
O 2.09 -0.52 0.82
C -1.52 -0.34 -0.02
C 2.03 1.79 0.23
C -1.46 -1.65 0.72
C -1.57 -0.26 -1.34
C 1.82 0.32 0.00
H 1.22 2.37 -0.20
H -1.50 0.53 0.63
H 2.96 2.09 -0.24
H -1.64 0.72 -1.79
H 2.02 2.00 1.31
H -1.82 -1.51 1.73
H -0.43 -1.98 0.81
H 1.41 0.01 -0.97
H -2.06 -2.40 0.21
H -1.56 -1.17 -1.92
*
```

4.
ORCA calculation (wB97M-V/def2-TZVPD) on a single C5H10O molecule at a distorted geometry.

Values from the calculation:
* strongest force on any atom: 0.0728 hartree/bohr
* SMILES: C/C=C/OCC

```
! RIJCOSX wB97M-V def2-TZVPD def2/J DEFGRID3
* xyz 0 1
O 0.52 0.13 -0.55
C -1.82 0.26 -0.56
C 1.58 -0.40 0.22
C -3.08 0.22 0.47
C 2.85 0.22 -0.31
C -0.70 -0.32 -0.17
H -1.84 0.94 -1.42
H 1.44 -0.18 1.29
H -3.20 1.28 0.77
H -0.73 -1.13 0.56
H 3.72 -0.20 0.20
H 2.83 1.31 -0.15
H 2.93 0.03 -1.38
H -2.83 -0.31 1.41
H 1.59 -1.49 0.10
H -3.26 -0.38 -0.46
*
```

5.
ORCA calculation (wB97M-V/def2-TZVPD) on a single C5H10O2 molecule at a distorted geometry.

Values from the calculation:
* strongest force on any atom: 0.0240 hartree/bohr
* SMILES: OC[C@H]1CCOC1

```
! RIJCOSX wB97M-V def2-TZVPD def2/J DEFGRID3
* xyz 0 1
O 2.62 -0.13 0.93
O -1.94 -0.66 -0.33
C 1.62 -0.63 0.08
C -1.97 0.74 0.03
C -0.47 1.27 0.08
C 0.23 -0.07 0.31
C -0.60 -0.86 -0.70
H -2.47 0.78 1.01
H 0.03 -0.28 1.36
H 1.40 -1.66 0.39
H 1.92 -0.60 -0.99
H 3.27 -0.84 1.05
H -0.17 1.79 -0.84
H -2.52 1.33 -0.72
H -0.30 1.97 0.90
H -0.38 -0.27 -1.58
H -0.28 -1.89 -0.97
*
```

6.
ORCA calculation (wB97M-V/def2-TZVPD) on a single C5H10O2 molecule at a distorted geometry.

Values from the calculation:
* strongest force on any atom: 0.0195 hartree/bohr
* SMILES: CO[C@@H]1OC1(C)C

```
! RIJCOSX wB97M-V def2-TZVPD def2/J DEFGRID3
* xyz 0 1
O -0.40 -1.09 -0.85
O 1.59 -0.22 0.42
C -0.76 1.31 -0.65
C 0.34 -0.83 0.32
C 2.45 -0.50 -0.67
C -1.89 -0.06 1.20
C -0.82 0.00 0.11
H -1.56 -0.73 2.00
H 2.34 -1.54 -0.93
H 2.19 0.17 -1.48
H 0.00 1.26 -1.43
H 3.50 -0.31 -0.37
H -1.74 1.46 -1.13
H -0.58 2.18 -0.01
H -2.85 -0.36 0.81
H -2.02 0.94 1.67
H 0.22 -1.69 0.99
*
```

7.
ORCA calculation (wB97M-V/def2-TZVPD) on a single C5H10O2 molecule.

Values from the calculation:
* strongest force on any atom: 0.0115 hartree/bohr
* SMILES: C[C@@H]1COC[C@@H]1O

```
! RIJCOSX wB97M-V def2-TZVPD def2/J DEFGRID3
* xyz 0 1
O -0.17 0.94 1.58
O 1.70 -0.87 -0.34
C 0.30 0.98 0.24
C -0.46 -0.04 -0.63
C 0.35 -1.29 -0.30
C -1.95 -0.19 -0.39
C 1.75 0.45 0.18
H -2.51 0.71 -0.68
H 0.61 0.72 2.08
H 2.39 1.07 -0.46
H 2.23 0.43 1.18
H 0.20 2.01 -0.14
H -0.26 0.22 -1.68
H 0.23 -2.10 -1.02
H -2.34 -1.02 -0.98
H 0.08 -1.65 0.70
H -2.16 -0.38 0.67
*
```

8.
ORCA calculation (wB97M-V/def2-TZVPD) on a molecular structure, C5H10O2.

Values from the calculation:
* strongest force on any atom: 0.0087 hartree/bohr

```
! RIJCOSX wB97M-V def2-TZVPD def2/J DEFGRID3
* xyz 0 1
O -2.23 0.53 1.67
O 0.69 -0.47 0.92
C -0.75 1.44 1.01
C -0.28 0.33 0.26
C 0.03 0.34 -1.23
C 1.50 -1.12 -0.05
C 0.74 -1.01 -1.38
H -1.93 0.11 2.49
H 1.66 -2.15 0.26
H -0.30 1.72 1.96
H 0.00 -1.81 -1.46
H 1.41 -1.05 -2.25
H 0.72 1.16 -1.50
H -1.30 2.22 0.49
H -1.59 -0.05 0.79
H 2.48 -0.62 -0.12
H -0.86 0.43 -1.85
*
```

9.
ORCA calculation (wB97M-V/def2-TZVPD) on a molecular structure, C5H10O2.

Values from the calculation:
* strongest force on any atom: 0.0072 hartree/bohr

```
! RIJCOSX wB97M-V def2-TZVPD def2/J DEFGRID3
* xyz 0 1
O 0.26 1.31 -0.46
O -0.80 -2.70 0.53
C 0.03 -1.57 -0.99
C 0.39 -1.86 0.44
C -1.01 1.52 0.11
C 1.32 1.88 0.27
C -1.04 -2.34 -0.78
H 1.24 2.97 0.30
H -1.94 -2.66 -1.30
H -1.45 0.57 0.43
H 1.30 -2.44 0.65
H 1.36 1.50 1.30
H -1.67 1.98 -0.63
H 0.41 -0.94 -1.78
H 2.25 1.60 -0.23
H 0.31 -1.02 1.14
H -0.95 2.19 0.99
*
```

10.
ORCA calculation (wB97M-V/def2-TZVPD) on 2 unconnected molecules or ions with the total composition C5H10O2 at a distorted geometry.

Values from the calculation:
* strongest force on any atom: 0.0329 hartree/bohr
* SMILES: C=C/C=C/CO.O

```
! RIJCOSX wB97M-V def2-TZVPD def2/J DEFGRID3
* xyz 0 1
O -0.79 1.55 2.47
O -1.20 -2.22 -1.71
C -1.54 -0.85 -1.80
C 1.27 0.72 0.33
C -0.63 0.03 -0.99
C 0.49 -0.30 -0.38
C 2.19 0.41 1.24
H -0.98 1.29 3.37
H 2.40 -0.62 1.52
H 0.07 1.37 2.07
H -0.86 -2.62 -2.51
H 0.82 -1.33 -0.36
H 1.03 1.77 0.20
H -2.54 -0.75 -1.38
H -1.51 -0.55 -2.84
H -1.02 1.03 -1.08
H 2.80 1.06 1.85
*
```

11.
ORCA calculation (wB97M-V/def2-TZVPD) on a single C5H10O2 molecule at a distorted geometry.

Values from the calculation:
* strongest force on any atom: 0.0762 hartree/bohr
* SMILES: C/C(=C/O)[C@H](C)O

```
! RIJCOSX wB97M-V def2-TZVPD def2/J DEFGRID3
* xyz 0 1
O -0.74 2.50 -0.44
O -0.51 -1.51 -1.33
C 1.79 -0.01 0.57
C 0.50 0.36 -0.08
C -0.63 -0.55 -0.30
C -1.25 -1.24 0.89
C 0.20 1.53 -0.79
H 2.03 -1.07 0.40
H -2.20 -1.70 0.61
H 1.77 0.17 1.65
H -1.47 2.06 0.03
H -1.41 -0.54 1.71
H -1.11 0.46 -1.03
H 2.60 0.60 0.16
H -0.59 -2.04 1.24
H 1.01 2.10 -1.25
H 0.02 -1.13 -2.04
*
```

12.
ORCA calculation (wB97M-V/def2-TZVPD) on a single C5H10O2 molecule at a distorted geometry.

Values from the calculation:
* strongest force on any atom: 0.0861 hartree/bohr
* SMILES: C[C@@H]1OC[C@H](C)O1

```
! RIJCOSX wB97M-V def2-TZVPD def2/J DEFGRID3
* xyz 0 1
O -0.20 -0.80 -0.82
O -0.62 -0.02 1.29
C 0.67 -0.61 1.33
C 1.01 -0.72 -0.14
C 1.80 0.75 -0.53
C -2.18 0.55 -0.45
C -1.25 -0.50 0.12
H 2.80 1.04 -0.09
H 1.71 -1.53 -0.39
H -2.99 0.76 0.25
H 1.98 0.60 -1.58
H 0.64 -1.54 1.95
H 1.47 0.17 1.15
H -1.77 -1.45 0.32
H -1.61 1.47 -0.63
H 1.16 1.65 -0.40
H -2.60 0.19 -1.39
*
```

13.
ORCA calculation (wB97M-V/def2-TZVPD) on a single C5H10O2 molecule.

Values from the calculation:
* strongest force on any atom: 0.0073 hartree/bohr

```
! RIJCOSX wB97M-V def2-TZVPD def2/J DEFGRID3
* xyz 0 1
O -0.48 2.28 -0.01
O -0.16 -0.93 0.62
C -1.23 -1.85 0.54
C -1.09 1.09 -0.48
C 2.20 0.42 0.40
C -0.06 -0.08 -0.51
C 1.21 0.66 -0.65
H -1.16 -2.46 -0.38
H 2.94 1.22 0.48
H -0.21 -0.68 -1.43
H -1.16 -2.50 1.41
H 0.24 2.45 -0.64
H 2.74 -0.45 -0.03
H -1.88 0.85 0.23
H -2.21 -1.35 0.55
H -1.54 1.24 -1.47
H 1.82 0.10 1.38
*
```

14.
ORCA calculation (wB97M-V/def2-TZVPD) on a molecular structure, C5H10O2.

Values from the calculation:
* strongest force on any atom: 0.0085 hartree/bohr

```
! RIJCOSX wB97M-V def2-TZVPD def2/J DEFGRID3
* xyz 0 1
O -0.76 -1.13 1.42
O 1.32 -1.62 -0.28
C -0.49 -0.19 0.40
C 1.90 0.50 -0.56
C -0.75 1.20 0.95
C 0.94 -0.39 -0.06
C -1.34 -0.46 -0.85
H -0.57 1.96 0.19
H 2.04 -0.87 -1.04
H -0.10 1.41 1.81
H -1.79 1.27 1.28
H 1.66 1.53 -0.79
H -0.33 -1.96 1.16
H -1.13 0.26 -1.64
H -1.12 -1.47 -1.23
H -2.40 -0.40 -0.58
H 2.91 0.35 -0.17
*
```

Energy above the lowest of the compared OMol25 structures with the same formula, charge and spin in kcal per mole, matching the order above: 34.3; 78.9; 32.4; 84.7; 60.8; 68.2; 34.4; 108.4; 94.0; 63.4; 113.4; 80.5; 121.4; 88.6
Orbital gap in eV, matching the order above: 10.29; 10.67; 10.65; 9.00; 10.29; 10.46; 10.82; 8.38; 9.70; 9.73; 8.70; 10.84; 8.77; 9.74
LUMO energy in eV, matching the order above: 1.0; 1.2; 1.1; 1.1; 0.8; 0.9; 0.9; 0.9; 1.0; 0.9; 0.5; 1.1; 0.1; 0.6